ORCA calculation (ωB97M-V with the def2-TZVPD basis set) on 15 unconnected molecules or ions with the total composition C38H110N24O15.

Cartesian coordinates (Å):
C1 -6.93 -25.31 17.40
C2 -7.34 -24.80 18.82
C3 -8.28 -25.92 19.38
C4 -8.50 -25.78 20.91
C5 -7.07 -25.78 21.61
C6 -6.23 -24.61 21.21
N1 -6.14 -24.59 19.70
O1 -5.03 -23.94 19.12
C7 -6.62 -23.24 21.70
C8 -4.88 -24.92 21.89
C9 -8.05 -23.46 18.55
H1 -7.71 -25.56 16.69
H2 -6.19 -26.11 17.45
H3 -6.30 -24.52 16.99
H4 -9.24 -25.93 18.86
H5 -7.71 -26.84 19.26
H6 -8.98 -26.69 21.27
H7 -9.17 -25.00 21.27
H8 -6.68 -26.77 21.38
H9 -7.31 -25.78 22.67
H10 -7.67 -22.98 21.56
H11 -6.55 -23.18 22.79
H12 -5.96 -22.41 21.46
H13 -4.17 -24.10 21.93
H14 -5.02 -25.05 22.97
H15 -4.21 -25.65 21.45
H16 -7.39 -22.60 18.43
H17 -8.57 -23.12 19.44
H18 -8.74 -23.36 17.72
H19 -5.41 -23.06 19.00
C10 -4.53 -21.09 18.69
O2 -5.33 -21.13 17.81
N2 -3.22 -21.10 18.38
N3 -4.73 -20.90 19.96
H20 -2.96 -21.38 17.45
H21 -2.56 -20.92 19.13
H22 -5.56 -20.43 20.30
H23 -3.94 -21.01 20.57
C11 -0.37 -25.30 21.47
O3 0.73 -25.22 21.95
N4 -1.44 -24.67 21.84
N5 -0.76 -26.21 20.62
H24 -1.32 -23.82 22.37
H25 -2.25 -24.77 21.24
H26 -1.73 -26.45 20.74
H27 0.04 -26.79 20.39
C12 -5.85 -28.72 15.12
O4 -6.38 -29.78 15.33
N6 -5.01 -28.21 15.98
N7 -6.15 -27.84 14.19
H28 -4.67 -27.26 15.92
H29 -4.68 -28.75 16.76
H30 -5.43 -27.17 13.96
H31 -6.80 -27.90 13.42
C13 -6.09 -26.44 26.64
O5 -5.21 -27.32 26.80
N8 -7.25 -26.33 27.19
N9 -5.92 -25.49 25.82
H32 -7.89 -25.72 26.69
H33 -7.57 -27.23 27.53
H34 -6.68 -24.85 25.65
H35 -5.06 -25.48 25.28
C14 -3.55 -24.29 14.89
O6 -3.66 -25.44 15.22
N10 -3.48 -23.73 13.70
N11 -3.35 -23.42 15.81
H36 -3.12 -22.78 13.62
H37 -3.59 -24.34 12.91
H38 -3.57 -23.79 16.72
H39 -3.19 -22.46 15.56
C15 -11.98 -27.00 17.23
O7 -11.72 -27.76 16.26
N12 -12.51 -25.79 17.10
N13 -11.90 -27.36 18.49
H40 -12.98 -25.29 17.84
H41 -12.62 -25.51 16.14
H42 -11.33 -28.18 18.66
H43 -12.06 -26.76 19.28
C16 -3.40 -27.22 18.75
O8 -2.65 -28.10 18.47
N14 -3.11 -25.96 18.67
N15 -4.55 -27.36 19.35
H44 -2.25 -25.70 18.20
H45 -3.86 -25.35 18.96
H46 -5.21 -26.60 19.37
H47 -4.79 -28.27 19.72
C17 -11.92 -26.35 24.68
O9 -12.45 -25.46 25.38
N16 -10.73 -26.46 24.16
N17 -12.54 -27.50 24.51
H48 -10.48 -27.28 23.63
H49 -9.98 -25.95 24.61
H50 -13.51 -27.56 24.79
H51 -12.07 -28.26 24.05
C18 -9.32 -23.46 25.38
O10 -8.70 -24.53 25.46
N18 -8.76 -22.28 25.15
N19 -10.60 -23.47 25.54
H52 -9.30 -21.46 25.39
H53 -7.76 -22.16 25.05
H54 -11.16 -24.30 25.67
H55 -11.09 -22.62 25.29
C19 -9.99 -24.68 14.64
C20 -9.66 -25.60 13.39
C21 -8.92 -24.85 12.29
O11 -9.87 -24.06 11.58
C22 -9.39 -23.65 10.30
N20 -8.83 -26.72 13.85
H56 -10.76 -25.20 15.22
H57 -10.44 -23.73 14.36
H58 -9.11 -24.52 15.26
H59 -10.55 -26.08 12.97
H60 -8.67 -25.61 11.55
H61 -8.03 -24.27 12.52
H62 -9.53 -24.45 9.58
H63 -8.34 -23.38 10.37
H64 -9.95 -22.80 9.91
H65 -7.95 -26.44 14.26
H66 -8.52 -27.14 12.99
C23 -4.78 -22.30 26.40
C24 -3.32 -22.36 25.86
C25 -3.09 -23.54 24.87
O12 -3.29 -24.89 25.46
C26 -2.87 -26.04 24.75
N21 -2.95 -21.05 25.34
H67 -4.94 -23.19 27.01
H68 -5.49 -22.48 25.59
H69 -4.99 -21.50 27.12
H70 -2.59 -22.59 26.63
H71 -2.02 -23.56 24.65
H72 -3.59 -23.37 23.91
H73 -1.79 -25.97 24.58
H74 -3.31 -26.09 23.76
H75 -3.02 -26.96 25.31
H76 -3.67 -20.83 24.67
H77 -2.07 -21.20 24.88
C27 -8.06 -28.71 24.00
C28 -8.78 -30.12 23.79
C29 -9.77 -30.16 22.65
O13 -10.75 -29.07 22.80
C30 -11.33 -28.72 21.52
N22 -7.75 -31.13 23.64
H78 -8.78 -28.01 24.41
H79 -7.73 -28.35 23.02
H80 -7.21 -28.70 24.68
H81 -9.39 -30.31 24.67
H82 -10.25 -31.14 22.57
H83 -9.20 -30.21 21.72
H84 -11.78 -29.57 21.01
H85 -10.58 -28.31 20.85
H86 -12.08 -27.94 21.70
H87 -8.11 -32.07 23.56
H88 -7.17 -31.00 22.83
C31 -10.66 -21.37 17.10
C32 -11.29 -22.42 18.02
C33 -11.10 -21.99 19.45
O14 -11.29 -23.05 20.41
C34 -10.95 -22.74 21.74
N23 -12.63 -22.61 17.57
H89 -9.58 -21.46 17.25
H90 -11.04 -20.40 17.42
H91 -10.90 -21.56 16.05
H92 -10.84 -23.39 17.83
H93 -11.77 -21.18 19.75
H94 -10.11 -21.52 19.51
H95 -9.95 -22.35 21.92
H96 -11.11 -23.74 22.15
H97 -11.62 -21.99 22.17
H98 -13.12 -23.12 18.29
H99 -12.67 -23.19 16.74
C35 -4.82 -19.45 23.24
C36 -5.21 -18.17 22.43
C37 -6.66 -18.30 21.94
O15 -6.70 -19.46 21.20
C38 -7.85 -19.62 20.39
N24 -5.07 -17.02 23.26
H100 -4.02 -19.14 23.90
H101 -4.42 -20.05 22.43
H102 -5.53 -20.06 23.80
H103 -4.55 -18.04 21.57
H104 -6.88 -17.36 21.43
H105 -7.47 -18.43 22.65
H106 -7.86 -20.65 20.05
H107 -7.78 -18.95 19.54
H108 -8.77 -19.38 20.93
H109 -5.91 -17.01 23.83
H110 -4.27 -17.08 23.87

Computed properties:
2S+1	2
largest force on an atom	0.124	hartree/bohr
HOMO-LUMO gap (alpha / beta)	8.24 / 3.70	eV
charge	+1
highest occupied orbital energy (alpha / beta)	-0.3958 / -0.3958	Eh
expectation value of S²	0.7549
lowest unoccupied orbital energy (alpha / beta)	-0.0930 / -0.2597	hartree

=====

ORCA calculation (ωB97M-V with the def2-TZVPD basis set) on a molecular structure, C38H110N8O13.

Cartesian coordinates (Å):
O1 -1.12 3.55 2.14
H1 -1.45 3.94 1.29
H2 -0.17 3.71 2.12
O2 -2.13 -1.84 2.75
H3 -2.16 -1.73 3.71
H4 -1.87 -0.95 2.41
C1 -1.41 -4.10 -1.98
C2 -2.28 -3.27 -2.90
O3 -2.84 -4.09 -3.90
H5 -1.92 -4.93 -1.49
H6 -1.05 -3.45 -1.18
H7 -0.54 -4.44 -2.54
H8 -1.80 -2.36 -3.26
H9 -3.12 -2.86 -2.31
H10 -3.16 -3.53 -4.64
C3 -0.79 -4.50 1.98
C4 -0.20 -5.89 1.89
O4 0.25 -6.33 3.17
H11 -0.06 -3.70 2.07
H12 -1.56 -4.40 2.74
H13 -1.30 -4.28 1.03
H14 0.60 -5.98 1.14
H15 -0.99 -6.59 1.62
H16 0.91 -5.69 3.50
C5 -1.89 1.18 5.10
C6 -2.21 2.05 6.27
O5 -3.43 1.58 6.85
H17 -1.64 0.16 5.40
H18 -1.07 1.53 4.48
H19 -2.76 1.05 4.46
H20 -2.31 3.09 5.92
H21 -1.42 2.07 7.02
H22 -3.64 2.12 7.62
C7 -3.36 3.95 -2.28
C8 -2.56 3.58 -1.04
C9 -1.28 2.81 -1.34
O6 -0.45 3.63 -2.16
C10 0.85 3.06 -2.23
N1 -2.26 4.78 -0.25
H23 -3.51 3.06 -2.90
H24 -2.78 4.64 -2.88
H25 -4.37 4.30 -2.08
H26 -3.18 2.86 -0.48
H27 -1.48 1.85 -1.82
H28 -0.73 2.63 -0.40
H29 1.46 3.82 -2.73
H30 0.79 2.18 -2.86
H31 1.42 2.89 -1.31
H32 -3.08 5.39 -0.19
H33 -1.65 5.42 -0.76
C11 2.20 -1.86 -4.99
C12 2.64 -0.68 -5.86
C13 2.75 0.68 -5.19
O7 1.52 1.11 -4.62
C14 0.60 1.56 -5.58
N2 3.90 -1.02 -6.51
H34 2.90 -2.20 -4.23
H35 1.91 -2.70 -5.63
H36 1.31 -1.58 -4.42
H37 1.85 -0.53 -6.62
H38 3.19 1.49 -5.78
H39 3.45 0.56 -4.35
H40 0.34 0.80 -6.33
H41 0.80 2.59 -5.88
H42 -0.38 1.66 -5.09
H43 3.93 -1.96 -6.89
H44 4.11 -0.38 -7.27
C15 5.55 2.43 0.34
C16 4.16 2.58 0.97
C17 3.68 1.27 1.60
O8 3.53 0.20 0.70
C18 2.58 0.51 -0.32
N3 4.13 3.68 1.95
H45 6.35 2.53 1.08
H46 5.71 3.19 -0.43
H47 5.70 1.47 -0.15
H48 3.49 2.93 0.18
H49 2.75 1.49 2.15
H50 4.39 0.98 2.38
H51 2.39 -0.42 -0.85
H52 3.01 1.20 -1.05
H53 1.71 0.98 0.15
H54 4.78 3.45 2.69
H55 4.55 4.49 1.50
C19 -5.72 2.67 2.54
C20 -6.05 1.52 1.57
C21 -4.78 0.72 1.28
O9 -4.98 -0.01 0.07
C22 -3.77 -0.28 -0.59
N4 -7.10 0.66 2.05
H56 -5.52 2.25 3.52
H57 -6.55 3.37 2.64
H58 -4.84 3.20 2.17
H59 -6.36 1.92 0.59
H60 -4.51 0.02 2.08
H61 -3.94 1.41 1.13
H62 -3.12 0.61 -0.61
H63 -3.95 -0.62 -1.61
H64 -3.24 -1.08 -0.07
H65 -7.43 0.06 1.30
H66 -7.95 1.14 2.35
C23 2.77 -3.55 1.14
C24 3.33 -2.89 2.38
C25 3.48 -3.81 3.58
O10 2.27 -4.37 4.04
C26 1.32 -3.46 4.62
N5 4.66 -2.36 2.03
H67 2.62 -2.80 0.37
H68 1.80 -4.03 1.30
H69 3.45 -4.34 0.79
H70 2.73 -2.02 2.67
H71 3.90 -3.18 4.38
H72 4.16 -4.64 3.39
H73 1.76 -3.19 5.59
H74 0.35 -3.94 4.72
H75 1.24 -2.56 4.01
H76 4.96 -1.70 2.76
H77 4.59 -1.80 1.19
C27 -3.16 -0.29 -5.81
C28 -4.41 -1.15 -5.90
C29 -5.40 -0.68 -6.96
O11 -6.63 -1.33 -6.67
C30 -7.61 -0.96 -7.62
N6 -4.04 -2.57 -6.10
H78 -3.37 0.75 -5.57
H79 -2.59 -0.39 -6.73
H80 -2.54 -0.65 -4.98
H81 -4.90 -1.10 -4.92
H82 -4.97 -0.87 -7.95
H83 -5.56 0.39 -6.80
H84 -7.91 0.08 -7.59
H85 -8.47 -1.62 -7.50
H86 -7.29 -1.21 -8.64
H87 -4.89 -3.13 -6.07
H88 -3.73 -2.59 -7.08
C31 3.83 1.06 3.83
C32 5.34 0.95 4.02
C33 5.77 1.75 5.26
O12 7.17 1.89 5.19
C34 7.74 2.60 6.27
N7 5.81 -0.44 4.11
H89 3.60 0.64 2.84
H90 3.52 2.10 3.74
H91 3.28 0.58 4.63
H92 5.82 1.37 3.13
H93 5.48 1.24 6.19
H94 5.22 2.69 5.34
H95 7.45 3.65 6.30
H96 8.81 2.49 6.13
H97 7.52 2.11 7.23
H98 6.81 -0.44 3.95
H99 5.67 -0.77 5.06
C35 0.81 -0.23 2.60
C36 0.11 0.29 1.34
C37 0.07 -0.68 0.18
O13 -0.57 -0.06 -0.92
C38 -0.07 -0.39 -2.20
N8 -1.28 0.73 1.64
H100 1.86 -0.46 2.40
H101 0.27 -1.13 2.92
H102 0.72 0.46 3.44
H103 0.59 1.23 1.02
H104 -0.57 -1.53 0.46
H105 1.08 -1.04 -0.05
H106 0.86 0.15 -2.41
H107 -0.78 -0.03 -2.94
H108 0.10 -1.45 -2.35
H109 -1.72 0.94 0.75
H110 -1.17 1.66 2.07

Computed properties:
2S+1	1
largest force on an atom	0.134	hartree/bohr
HOMO-LUMO gap	8.85	eV
charge	0
highest occupied orbital energy	-0.3121	Eh
lowest unoccupied orbital energy	0.0132	hartree
ΔE to the lowest compared entry with this formula, charge and spin	74.4	kcal/mol

=====

ORCA calculation (ωB97M-V with the def2-TZVPD basis set) on a molecular structure, C38H22BrF9GaIN2O2PSe.

Cartesian coordinates (Å):
Ga1 0.07 1.45 0.84
C1 -0.26 0.40 5.20
C2 0.98 -0.18 4.58
N1 1.76 -1.00 5.28
C3 2.87 -1.52 4.71
C4 3.25 -1.28 3.42
C5 4.45 -2.03 2.88
O1 4.17 -3.40 2.57
C6 2.43 -0.42 2.66
C7 2.82 0.00 1.34
N2 2.17 0.77 0.55
C8 2.86 1.19 -0.63
C9 3.61 0.33 -1.43
C10 4.34 0.82 -2.51
C11 4.34 2.18 -2.79
C12 3.56 3.04 -2.03
C13 2.82 2.52 -0.98
I1 1.53 3.76 0.08
C14 1.30 0.13 3.24
O2 0.49 0.95 2.59
H1 -0.33 0.07 6.24
H2 -1.15 0.08 4.65
H3 -0.25 1.49 5.16
H4 3.48 -2.16 5.35
H5 5.26 -1.95 3.61
H6 4.82 -1.60 1.96
H7 3.93 -3.86 3.37
H8 3.81 -0.32 1.01
H9 3.61 -0.74 -1.21
H10 4.91 0.13 -3.13
H11 4.93 2.57 -3.61
H12 3.53 4.11 -2.26
F1 2.17 -1.70 -6.18
C15 1.56 -1.37 -5.06
C16 1.12 -2.35 -4.21
F2 1.29 -3.62 -4.53
C17 0.48 -2.01 -3.04
F3 0.00 -3.02 -2.33
C18 0.30 -0.68 -2.66
P1 -0.44 -0.18 -1.07
C19 -2.19 -0.07 -1.53
C20 -2.94 -1.22 -1.75
C21 -4.27 -1.11 -2.15
C22 -4.83 0.14 -2.36
C23 -4.08 1.29 -2.16
C24 -2.76 1.19 -1.72
C25 -0.26 -1.54 0.12
C26 0.92 -2.29 0.21
C27 1.11 -3.18 1.26
C28 0.15 -3.30 2.25
C29 -1.01 -2.54 2.19
C30 -1.22 -1.66 1.13
C31 0.70 0.30 -3.60
Br1 0.22 2.11 -3.40
C32 1.32 -0.05 -4.77
F4 1.69 0.87 -5.65
H13 -2.50 -2.20 -1.60
H14 -4.86 -2.01 -2.30
H15 -5.86 0.22 -2.69
H16 -4.52 2.27 -2.34
H17 -2.18 2.08 -1.57
H18 1.68 -2.20 -0.56
H19 2.02 -3.76 1.31
H20 0.30 -3.98 3.08
H21 -1.77 -2.62 2.97
H22 -2.14 -1.09 1.08
F5 -6.97 3.46 -0.96
C33 -5.82 3.14 -0.39
C34 -5.62 1.87 0.08
F6 -6.57 0.95 -0.08
C35 -4.43 1.55 0.69
F7 -4.29 0.29 1.09
C36 -3.43 2.49 0.84
Se1 -1.94 2.12 1.96
C37 -3.65 3.76 0.33
F8 -2.72 4.71 0.40
C38 -4.84 4.09 -0.28
F9 -5.03 5.32 -0.77

Computed properties:
2S+1	1
largest force on an atom	0.019	hartree/bohr
HOMO-LUMO gap	7.37	eV
charge	+1
highest occupied orbital energy	-0.4072	Eh
lowest unoccupied orbital energy	-0.1363	hartree
ΔE to the lowest compared entry with this formula, charge and spin	12.0	kcal/mol